No. 1
57
Properties=species:S:1:pos:R:3:forces:R:3 method="wB97M-V/def2-TZVPD" s2=3.759 homo_lumo_gap_ev="7.5 / 5.7" homo_energy_ev="-6.9 / -8.2" energy_ev=-68020.3519 spin_multiplicity=4 total_charge=0
Ti -0.1463 -0.0419 -0.4944 0.11 0.63 -1.03
C -3.8759 0.8375 -0.1690 0.03 0.01 0.03
C -2.9028 1.3145 0.8567 0.05 -0.01 0.00
C -3.1502 1.9537 2.0747 -0.10 -0.01 0.00
C -1.9110 2.1784 2.6333 -0.07 -0.16 -0.17
N -0.9770 1.6881 1.7947 -0.25 0.41 0.46
N -1.5866 1.1767 0.6940 0.55 -0.61 -0.04
B 0.5317 2.0319 1.7380 0.34 0.04 0.34
N 0.7682 2.7672 0.3995 0.22 0.25 -0.07
C 1.0331 4.0638 0.1372 -0.18 -0.04 -0.08
C 1.1788 4.2119 -1.2206 0.01 0.00 -0.03
C 0.9709 2.9293 -1.7541 -0.08 0.13 0.07
C 0.9901 2.5141 -3.1852 0.01 -0.02 0.01
N 0.7093 2.0784 -0.7702 -0.01 -0.52 0.07
N 1.5040 0.7861 1.8041 0.31 0.21 0.26
C 2.5834 0.7140 2.6178 -0.02 -0.17 -0.11
C 3.4930 -0.1525 2.0573 0.04 0.00 0.00
C 2.9082 -0.5759 0.8535 -0.07 0.00 0.01
C 3.4831 -1.4345 -0.2270 -0.04 -0.01 0.05
N 1.7081 -0.0217 0.7372 -0.63 -0.04 -0.17
N 0.9381 2.8785 2.9544 -0.02 0.13 -0.17
C 1.9509 3.7705 3.0997 -0.01 -0.11 0.00
C 2.1372 3.9858 4.4406 0.06 -0.01 0.05
C 1.2000 3.1445 5.0746 0.05 0.05 -0.15
C 0.9556 2.9600 6.5373 -0.03 -0.04 -0.06
N 0.5027 2.4746 4.1727 -0.12 -0.03 0.18
H -4.8819 1.1733 0.0752 0.01 0.02 0.04
H -3.8862 -0.2519 -0.2217 -0.02 0.00 -0.05
H -3.6058 1.2090 -1.1563 -0.01 -0.05 -0.02
H -4.1086 2.2185 2.4867 0.00 0.00 0.00
H -1.6356 2.6322 3.5658 0.05 0.01 -0.01
H 1.0547 4.8078 0.9114 0.02 -0.01 0.07
H 1.3961 5.1184 -1.7581 0.00 0.00 -0.01
H 1.6766 3.1419 -3.7521 0.02 0.01 0.02
H -0.0020 2.6045 -3.6283 0.00 -0.03 0.00
H 1.2958 1.4741 -3.2822 -0.02 0.00 -0.04
H 2.6479 1.2807 3.5295 -0.04 0.03 0.01
H 4.4603 -0.4244 2.4431 0.01 0.00 0.01
H 4.5490 -1.5805 -0.0621 0.01 0.02 0.00
H 3.3428 -0.9542 -1.1958 0.02 -0.02 -0.01
H 3.0002 -2.4088 -0.2789 0.00 0.00 -0.03
H 2.5141 4.1440 2.2644 -0.04 0.03 -0.06
H 2.8507 4.6478 4.9010 0.00 0.00 0.00
H 1.6018 3.6158 7.1176 0.00 0.00 0.02
H 1.1513 1.9289 6.8323 0.00 0.01 0.03
H -0.0815 3.1853 6.7855 0.01 0.01 0.03
C 1.3231 -3.6808 1.5849 0.10 -0.02 0.00
O 0.0046 -3.1422 1.4364 -0.09 0.07 -0.11
C -0.2891 -2.5571 0.2694 0.41 -0.48 0.25
O 0.4964 -2.4635 -0.6689 -0.08 0.25 0.24
H 1.3014 -4.2514 2.5076 -0.01 -0.01 -0.01
H 2.0442 -2.8707 1.6627 0.00 0.01 0.03
H 1.5757 -4.3237 0.7433 -0.03 0.01 -0.01
I -1.4225 -0.3936 -2.9788 0.03 0.03 0.15
C -1.6509 -2.0792 0.2623 -0.46 -0.05 0.07
H -2.2134 -2.0769 -0.6601 0.07 0.06 -0.04
H -2.1161 -1.8748 1.2162 -0.10 -0.01 -0.05



No. 2
11
Properties=species:S:1:pos:R:3:forces:R:3 method="wB97M-V/def2-TZVPD" homo_lumo_gap_ev=6.2 homo_energy_ev=-7.1 energy_ev=-15208.0432 total_charge=0
C 0.2768 0.1239 -0.1268 0.84 -0.35 0.61
C -1.1334 -0.2038 0.1763 1.40 1.92 0.23
C 0.7204 1.5279 -0.4193 2.08 -5.22 -0.12
F 0.2064 -3.0702 0.9567 1.36 0.18 -0.63
P 1.7073 -2.7791 0.2568 -1.82 0.71 0.51
H -1.7760 0.7067 -0.0417 -0.13 -1.53 0.41
H -1.3071 -1.1818 -0.2449 -0.83 -0.09 -0.29
H -1.0097 -0.4304 1.2801 -0.32 0.43 -0.77
H 1.7944 1.6285 -0.1439 -0.85 0.33 -1.00
H 0.4078 1.3979 -1.4660 1.11 -0.13 -0.89
H 0.1131 2.2805 -0.2274 -2.84 3.76 1.93



No. 3
65
Properties=species:S:1:pos:R:3:forces:R:3 method="wB97M-V/def2-TZVPD" homo_lumo_gap_ev=10.0 smiles="CCOC(=O)C(CCCCP(=O)(c1ccccc1)c1ccccc1)(NC(C)=O)C(=O)OCC" homo_energy_ev=-9.4 energy_ev=-49511.1545 total_charge=0
C 1.2641 -1.9066 5.7115 0.10 0.20 -0.33
C 1.8985 -0.7982 4.8849 -0.16 0.07 0.42
O 1.8793 -1.1118 3.4881 0.28 -0.22 0.01
C 0.7510 -0.8465 2.8371 -0.26 -0.09 -0.20
O -0.2712 -0.4705 3.3326 -0.06 0.01 0.10
C 0.9124 -1.2091 1.3437 -0.23 0.33 0.22
C -0.3508 -0.7803 0.5824 0.18 -0.18 -0.09
C -0.2234 -1.0080 -0.9205 -0.19 0.13 0.28
C -1.5625 -0.8003 -1.6275 0.25 -0.08 0.00
C -1.3765 -0.5889 -3.1255 -0.10 0.53 -0.24
P -1.0716 1.1495 -3.6646 -0.63 -0.49 0.86
O -0.4812 1.1960 -5.0095 0.48 0.14 -0.76
C -0.0491 1.9868 -2.4096 -0.26 -0.22 -0.38
C -0.5646 2.4658 -1.2118 0.00 0.01 0.00
C 0.2676 3.1077 -0.3134 -0.07 0.03 0.12
C 1.6076 3.2888 -0.6149 0.04 0.03 -0.03
C 2.1201 2.8262 -1.8161 0.08 0.06 0.06
C 1.2925 2.1730 -2.7117 0.00 -0.11 -0.14
C -2.6647 2.0370 -3.5578 0.48 -0.28 0.04
C -3.8630 1.5062 -3.1064 0.07 -0.04 0.00
C -5.0041 2.2915 -3.1020 -0.17 -0.02 0.05
C -4.9525 3.6021 -3.5451 -0.05 -0.02 0.01
C -3.7560 4.1342 -3.9996 0.02 0.08 -0.03
C -2.6170 3.3520 -4.0048 0.04 0.06 -0.03
N 2.1127 -0.6058 0.8144 -0.13 -0.50 -0.12
C 2.5408 0.6052 1.2396 0.39 -0.06 -0.45
C 3.8920 0.9954 0.6896 -0.07 0.13 0.17
O 1.8779 1.2951 1.9849 -0.16 0.35 0.24
C 1.1003 -2.7254 1.2864 0.36 0.26 -0.18
O 2.0727 -3.2509 0.8081 0.00 -0.15 -0.05
O 0.0699 -3.3591 1.8201 -0.29 0.18 0.12
C 0.1419 -4.7885 1.8912 0.19 -0.55 0.02
C 0.8806 -5.2317 3.1445 -0.14 0.29 -0.27
H 1.7767 -2.8496 5.5347 0.05 -0.09 0.03
H 1.3338 -1.6578 6.7665 0.00 0.00 0.14
H 0.2161 -2.0135 5.4429 -0.07 -0.02 0.03
H 1.3669 0.1460 5.0336 0.15 -0.08 -0.02
H 2.9550 -0.6744 5.1302 -0.13 0.03 -0.04
H -0.5155 0.2788 0.7863 -0.03 -0.02 0.06
H -1.1929 -1.3410 0.9902 -0.04 0.09 0.02
H 0.5126 -0.3102 -1.3251 0.05 -0.10 0.01
H 0.1368 -2.0211 -1.1186 0.05 -0.05 -0.13
H -2.0620 0.0662 -1.1921 -0.13 -0.01 0.12
H -2.1996 -1.6708 -1.4512 -0.06 0.08 0.06
H -2.2506 -0.9119 -3.7003 0.07 0.02 -0.01
H -0.5245 -1.1620 -3.5020 -0.03 0.06 -0.03
H -1.6164 2.3497 -0.9913 -0.10 0.03 0.05
H -0.1244 3.4683 0.6252 -0.03 0.02 0.10
H 2.2478 3.7973 0.0893 0.07 0.03 0.09
H 3.1617 2.9830 -2.0585 0.07 0.01 -0.02
H 1.6628 1.8108 -3.6605 0.07 0.01 -0.08
H -3.9160 0.4851 -2.7587 -0.01 -0.11 0.03
H -5.9380 1.8767 -2.7510 -0.07 -0.02 0.02
H -5.8462 4.2086 -3.5390 -0.07 0.04 0.00
H -3.7148 5.1555 -4.3488 0.01 0.07 -0.03
H -1.6737 3.7415 -4.3636 0.02 0.12 -0.05
H 2.7322 -1.2371 0.3236 0.01 0.12 0.10
H 4.1390 2.0019 1.0123 -0.01 0.02 0.01
H 4.6472 0.3051 1.0595 0.10 -0.06 0.01
H 3.8785 0.9526 -0.3964 0.04 -0.02 -0.09
H 0.6471 -5.1627 0.9953 -0.17 0.06 0.11
H -0.8968 -5.1233 1.9045 0.12 0.07 -0.05
H 0.3932 -4.8273 4.0282 -0.03 -0.01 0.10
H 0.8816 -6.3162 3.2031 0.01 -0.12 0.02
H 1.9088 -4.8791 3.1133 0.09 -0.01 0.03